Entry 1:
A molecular structure, C18H33EuN2O4P, computed with ωB97M-V with the def2-TZVPD basis set.

The geometry in XYZ format:
```
59
Properties=species:S:1:pos:R:3:forces:R:3:mulliken_charge:R:1
C 3.0585 -0.5626 -0.1583 0.17 0.46 -0.16 -0.50
H 1.3446 -3.9556 2.4833 0.46 0.07 0.54 0.53
Eu -1.2188 -1.9109 2.4926 -7.51 7.45 -0.62 1.23
H 1.9029 -1.7232 1.4925 0.52 0.01 0.27 0.58
H -5.6890 0.0622 -0.1727 -0.32 -0.36 -0.37 0.35
C 1.1036 -1.6488 0.7749 -0.64 -1.71 -0.75 -0.61
C 1.7591 1.2227 0.4017 0.87 1.42 -1.44 -1.56
H 3.5324 1.3596 -0.7010 0.39 0.12 -0.03 0.46
C 2.2057 3.2175 1.8374 -0.06 -0.13 -0.30 -0.63
H -0.1719 -4.6316 2.0227 -0.55 -0.33 0.39 0.49
C -3.3101 0.4925 1.1371 0.23 -0.84 0.21 0.62
H -5.8787 0.5178 1.4935 -0.33 -0.13 0.45 0.35
C -0.8583 -3.2019 -0.0694 1.04 0.75 0.94 -0.71
H -1.7378 2.2289 -0.0520 -0.33 0.51 -0.06 0.59
N 3.1119 0.8170 0.0360 -0.13 -0.73 0.90 -0.18
H 0.3473 2.9132 2.7570 -0.63 0.10 -0.12 0.13
H -6.3631 1.6463 0.2449 -0.47 0.33 -0.26 0.42
H -1.1700 0.5197 -1.3790 -0.15 0.03 -0.50 0.71
C 0.5395 -3.1040 0.6252 -1.83 0.68 2.06 -0.60
H -0.6112 0.2632 -3.4744 -0.43 -0.35 0.01 0.34
O -3.5842 -0.6849 1.3414 0.93 0.30 0.42 -0.65
H 1.7706 -2.8859 -1.5485 0.20 -0.51 0.30 0.25
H 0.8415 3.2189 0.2604 -0.53 0.10 -0.21 0.45
H 0.3390 -1.0192 1.2563 0.43 0.53 -0.39 -0.14
H 0.9804 -0.4619 -3.8675 0.18 -0.37 -0.06 0.45
C -5.6574 0.8884 0.5107 0.66 0.07 0.04 -1.38
H -1.6183 -2.7429 0.5860 -0.51 -0.26 -0.95 0.18
C 0.4445 0.4370 -3.6233 -0.51 0.37 0.62 -1.08
H 0.7812 -1.7444 -2.3348 -0.45 -0.02 -0.21 0.52
H 0.5153 1.0876 -4.4775 0.12 0.38 -0.41 0.42
H -3.8916 1.6127 -0.4941 0.12 0.44 -0.53 0.32
H 0.6143 3.4268 -2.4845 -0.09 0.22 0.08 0.41
H 3.2225 3.4807 2.0196 0.62 0.33 -0.08 0.40
H -0.1367 -2.9931 2.8001 5.84 -6.12 1.00 0.10
H -0.4436 1.9988 1.0849 0.32 0.12 0.24 -0.90
H -1.1956 -4.2102 -0.2026 0.00 -0.56 -0.29 0.51
C 1.7092 -1.8432 -1.7903 -0.54 0.28 -0.02 -1.76
C 1.5854 -0.9625 -0.5230 0.98 0.91 0.59 2.28
C 1.7939 2.7714 0.4666 -0.30 -0.36 0.47 -0.66
H 1.6157 0.9325 1.4307 -0.50 -0.59 0.38 0.24
H 2.4618 3.1728 -0.2708 0.41 0.06 -0.49 0.72
H 3.6566 -1.9865 -2.4100 0.30 0.08 0.12 0.35
H -0.9749 -0.5195 -0.0655 -0.26 -0.91 0.32 0.22
O -2.0715 0.9188 1.5549 0.10 -0.69 -0.50 -0.47
C -4.2520 1.4650 0.5105 0.03 -0.81 0.54 -0.21
H 1.2320 -3.7812 0.1774 0.55 -0.20 -0.40 0.79
H 1.6471 3.6424 3.7896 0.18 0.05 0.61 0.31
C 1.3570 3.2604 2.8382 0.02 -0.01 0.35 -0.73
H -0.8951 -2.6199 -0.9696 -0.09 0.01 -0.60 0.14
O 3.9588 -1.3343 0.0005 -0.13 -0.28 -0.21 -0.54
C -1.1929 1.4980 0.5132 -0.45 -0.35 0.00 0.02
H 2.9090 -0.5821 -2.9080 0.21 0.17 -0.08 0.23
P 1.1916 1.3857 -2.2632 2.19 -0.40 -0.71 -0.27
C 0.8966 0.4579 -0.6490 -1.19 -0.13 -0.18 2.14
O 0.1694 2.6509 -2.1282 -0.76 -0.15 0.29 -0.43
H -4.1886 2.3754 1.0794 0.16 0.63 0.04 0.41
C -0.6496 0.4249 -0.4417 0.59 0.88 0.62 -0.90
C 0.3694 -3.7035 2.1172 1.20 -0.46 -1.55 -1.22
N 2.7926 -1.5540 -2.6775 -0.29 -0.08 -0.31 -0.54
```
Positions in Å, forces in eV/Å.

Values from the calculation:
- E_HOMO (spin up / spin down) (eV) = -13.694 / -13.694
- 2S+1 = 8
- net charge = +2
- HOMO-LUMO gap (spin up / spin down) (eV) = 6.07 / 6.24
- ⟨S²⟩ = 15.76
- E (eV) = -58969.8829

---

Entry 2:
A molecular structure, C18H33F2InN4O4, computed with ωB97M-V with the def2-TZVPD basis set.

The geometry in XYZ format:
```
62
Properties=species:S:1:pos:R:3:forces:R:3:mulliken_charge:R:1
H 0.3240 -5.1125 -2.9224 -0.20 0.41 -0.02 0.33
H 1.9125 1.4896 0.8621 -0.20 0.00 0.29 0.18
H 0.1101 -0.1071 1.8274 -0.20 -0.10 0.03 0.42
H -3.4789 3.8399 -1.9150 0.09 0.07 -0.07 0.37
F -0.6080 1.2859 3.9215 -0.24 -0.34 -0.05 -0.24
C 1.4997 -1.4191 2.7614 0.16 -0.18 0.42 -0.35
In 0.6992 0.6824 -3.4860 -0.64 -0.23 2.00 1.32
H -4.2798 -0.9365 -3.3237 0.09 0.53 0.36 0.39
H 3.3220 3.8469 0.7552 -0.12 -0.17 0.16 0.27
H -3.2398 3.8126 -0.1632 -0.02 -0.39 -0.03 0.40
H -3.2873 1.5768 0.8855 -0.05 -0.10 -0.68 0.38
H -2.1749 4.7487 -1.1272 0.27 -0.16 -0.39 0.32
H -1.1133 -0.9918 -0.8004 0.46 0.43 0.77 0.15
H -0.0503 -3.3406 0.5169 -0.07 0.17 -0.28 0.24
H 0.7701 2.5335 0.0796 0.08 0.50 -0.07 -0.08
O -1.7515 -0.9432 -3.0351 1.30 0.24 -0.46 -0.38
C 2.2051 -1.7480 3.9213 -0.80 0.17 -0.34 -0.61
H -4.6752 -1.4932 -1.6662 0.00 -0.10 -0.03 0.40
C 0.7755 -3.8623 0.0248 -0.02 -0.16 0.42 -1.05
O -1.1471 2.6040 -2.4160 -0.33 -0.48 -0.48 -0.42
N -2.1201 -1.1971 -0.8275 -0.43 -0.28 -0.62 0.58
C -2.7299 3.8110 -1.1255 -0.44 -0.07 0.40 -1.24
C -2.5246 -1.2172 -2.1278 -1.84 -0.26 0.05 0.48
O 2.4494 2.6251 -1.9522 -0.19 -0.21 0.02 -0.51
C -3.9653 -1.5580 -2.4831 0.13 0.18 -0.58 -1.22
H 3.8279 5.2837 -1.3726 0.17 0.17 -0.47 0.34
H 0.3694 -4.7941 -0.3572 0.27 -0.03 -0.11 0.45
H -2.6010 -1.0630 1.2622 0.51 0.19 -0.38 0.29
H -2.0264 2.5634 1.5055 0.23 0.21 -0.18 0.46
H -3.9028 -0.7571 0.1396 -0.15 -0.04 0.00 0.44
C 0.5198 -0.4311 2.7778 0.36 -0.36 -1.70 0.26
C 0.8705 -0.1155 5.1209 0.18 0.12 0.00 -0.46
H 1.4765 -4.0537 0.8404 0.18 -0.29 -0.22 0.41
H 1.8073 -5.3672 -2.1025 0.23 0.35 0.15 0.42
C -3.0125 -1.3631 0.2983 -0.07 0.03 0.51 -1.23
C 3.0692 3.3370 -1.1400 -0.16 -1.33 -1.65 0.53
N 2.7991 3.2210 0.1590 0.21 1.09 0.08 -0.15
H 2.3740 -1.4324 5.9951 0.02 0.50 0.21 0.38
H 1.5435 3.0750 1.6637 -0.77 -0.51 0.19 0.40
C -1.8073 2.6399 -1.3607 1.37 0.97 -0.74 0.67
C 4.1363 4.2724 -1.6379 0.35 -0.16 0.46 -1.26
N 1.3949 -3.0313 -0.9981 -0.74 0.38 0.77 0.01
N -1.5220 1.7493 -0.4120 -2.13 -0.09 1.73 0.66
C 1.9003 -1.0669 5.0945 -1.08 0.01 0.48 -0.54
C 0.2015 0.2230 3.9376 1.33 -0.05 0.83 0.18
H 1.8059 -4.8194 -3.7740 0.07 0.41 0.01 0.36
H 4.3066 4.0800 -2.6928 -0.55 0.43 -0.13 0.31
H 1.4421 -2.0635 -0.6915 0.02 0.20 -0.54 0.14
H -3.3391 -2.3870 0.4964 0.02 -0.22 -0.55 0.39
H -4.0421 -2.5201 -2.9951 0.34 -0.37 0.60 0.31
C 1.3226 -3.2289 -2.3378 0.36 -1.47 0.52 0.78
H 5.1334 4.1108 -1.2211 -0.25 -0.12 0.57 0.37
O 1.3743 -2.2870 -3.1070 0.08 0.92 -0.97 -0.45
C 1.6483 2.5421 0.7213 1.19 -0.12 0.24 -0.32
H 1.7504 -1.9885 1.8763 -0.20 0.33 -0.23 0.28
H -1.7686 0.8552 1.4188 -0.07 0.10 -0.04 0.04
F 0.2318 -0.0333 -0.7719 0.38 -0.12 -0.54 -1.05
C -2.2023 1.6900 0.8712 0.48 0.10 0.79 -1.07
H 0.5461 0.4443 5.9893 0.35 -0.25 0.29 0.45
H 2.8837 -2.5881 3.9297 0.23 0.15 -0.02 0.43
H -0.7574 1.0640 -0.5022 0.82 -0.45 -0.74 -0.03
C 1.3250 -4.6898 -2.8073 -0.36 -0.15 -0.02 -1.33
```
Positions in Å, forces in eV/Å.

Values from the calculation:
- E_HOMO (eV) = -14.206
- net charge = +2
- HOMO-LUMO gap (eV) = 2.21
- energy relative to the best compared isomer or geometry (same formula, charge and spin) (kJ/mol) = 81.1
- E (eV) = -43941.6682

---

Entry 3:
A molecular structure, C18H33MnN4O2S3, computed with ωB97M-V with the def2-TZVPD basis set.

The geometry in XYZ format:
```
61
Properties=species:S:1:pos:R:3:forces:R:3:mulliken_charge:R:1
H -0.9789 3.1646 -0.7601 0.00 -0.04 -0.07 0.49
C -3.5941 0.6123 -1.7828 -0.28 0.00 -0.21 -0.40
H 5.1657 0.2683 -0.4461 0.02 0.08 0.02 0.16
N -1.6540 1.2356 -0.5631 0.33 0.29 0.03 -0.39
S 0.7707 -0.4731 2.0690 -0.22 -0.10 0.23 -0.45
H -0.7693 -3.4076 3.4686 -0.03 0.00 -0.02 0.24
H 4.9852 1.3178 -2.2213 0.00 -0.01 0.00 0.31
O 2.1487 0.4680 -0.4320 -0.15 -0.23 0.30 -0.33
H 0.5434 -2.4059 3.9875 0.02 -0.04 0.04 0.21
H 6.4149 -1.0072 1.1903 0.03 0.00 -0.07 0.43
H -1.0880 -1.0298 -4.0246 0.00 0.01 -0.04 0.31
H -4.4808 2.1498 -3.0004 -0.01 -0.02 0.01 0.46
H -2.8007 3.8567 -2.3094 0.04 -0.05 0.00 0.45
H 2.7922 0.4538 -2.8906 0.01 -0.07 -0.08 -0.60
C 4.6220 -0.1907 0.3729 0.02 -0.01 0.21 -0.52
H 5.4556 -2.1854 0.3179 0.09 0.01 -0.01 0.20
H 2.7062 -2.0103 -2.1856 0.02 -0.02 -0.03 0.45
H 2.4088 2.5481 -1.6729 -0.05 0.08 -0.04 -0.43
H 5.8172 -0.0983 -2.8962 -0.04 0.06 -0.01 0.37
H 2.4903 2.7765 -4.3681 -0.07 0.04 0.06 0.37
N -1.2869 -2.1234 1.4074 -0.01 -0.07 -0.29 -1.12
H 4.3539 0.5674 1.1115 0.01 0.01 -0.03 0.47
C -2.5763 0.3241 -0.9059 0.01 -0.31 0.09 1.07
C 3.5078 -1.3203 -1.9202 -0.06 0.16 -0.11 -1.17
H 4.4291 -1.8985 -1.7846 -0.09 0.01 0.00 0.58
H -0.8588 1.5428 -5.7176 -0.03 -0.02 0.00 0.30
C 1.9111 3.3122 -3.6258 0.14 0.24 0.04 -0.99
H -2.2421 1.0757 -4.7232 0.05 -0.01 -0.02 0.14
C -3.6841 1.8974 -2.3133 -0.11 -0.13 -0.02 -0.68
C -0.3203 -1.8579 2.2285 0.17 0.05 0.07 0.56
C 4.7813 -1.8219 2.3382 0.03 0.10 -0.07 -1.15
H 3.4872 3.7968 -2.2462 0.00 0.05 -0.02 0.35
C -0.5274 -0.2301 -4.5108 -0.03 0.15 0.04 -0.64
H -4.3140 -0.1496 -2.0503 0.00 0.07 0.01 0.30
C 4.9482 0.5585 -3.0036 -0.04 -0.14 0.05 -1.49
C -2.7534 2.8397 -1.9438 0.06 0.15 0.09 -0.49
H 4.8057 -1.0215 3.0808 -0.01 -0.03 -0.02 0.32
C 2.4370 3.4910 -2.2425 -0.10 -0.17 -0.14 -0.04
C -1.7374 2.4567 -1.0756 0.06 0.03 0.07 -0.27
S 0.2682 0.6746 -3.1583 -0.26 -0.12 0.38 0.31
S 3.0479 -0.7929 -0.2542 0.04 0.03 -0.22 0.58
Mn 0.2028 -0.0060 -0.1007 0.39 0.11 -0.76 0.22
H 3.5125 -0.7384 -3.9417 -0.03 0.00 -0.01 0.39
H -1.8429 0.1566 -6.1857 0.04 0.02 0.03 0.39
H -3.3364 -2.8186 0.4023 0.00 -0.06 0.01 0.39
O 0.0513 -0.3962 -1.9216 0.08 -0.28 0.22 -0.73
N -0.1082 -2.6753 3.2745 0.09 0.10 -0.01 -0.39
H 0.9673 3.7451 -3.9342 0.12 -0.06 0.04 0.39
N -1.3739 -1.1538 0.4339 0.22 -0.03 0.33 1.13
H 0.2523 -0.6702 -5.1316 -0.05 -0.11 -0.02 0.35
H 5.3372 -2.6696 2.7382 -0.01 0.03 -0.01 0.39
C 3.6352 -0.2289 -2.9842 0.29 0.08 0.13 0.77
H -4.0420 -2.1038 -1.0655 0.00 0.00 0.02 0.40
C -1.4219 0.6908 -5.3311 -0.03 -0.05 -0.02 -0.93
H 5.0529 1.0820 -3.9539 -0.02 0.00 0.02 0.40
H -4.4296 -1.4330 0.5200 0.00 0.01 -0.03 0.32
C 5.3941 -1.3485 1.0193 -0.23 -0.02 0.08 -0.38
H 3.7421 -2.1303 2.2116 0.01 0.00 0.00 0.26
C -3.6374 -1.8941 -0.0746 -0.08 0.06 0.01 -1.40
H 1.8714 4.2364 -1.6803 0.03 -0.04 -0.04 0.32
C -2.4739 -0.9745 -0.1838 -0.39 0.21 -0.20 0.42
```
Positions in Å, forces in eV/Å.

Values from the calculation:
- E_HOMO (spin up / spin down) (eV) = -9.851 / -10.244
- 2S+1 = 6
- net charge = +1
- HOMO-LUMO gap (spin up / spin down) (eV) = 5.76 / 6.70
- ⟨S²⟩ = 8.84
- energy relative to the best compared isomer or geometry (same formula, charge and spin) (kJ/mol) = 366.2
- E (eV) = -93075.8012

---

Entry 4:
A molecular structure, C18H33N2O3S4SiTi, computed with ωB97M-V with the def2-TZVPD basis set.

The geometry in XYZ format:
```
62
Properties=species:S:1:pos:R:3:forces:R:3:mulliken_charge:R:1
H -4.4646 -2.0915 -0.7028 -0.14 -0.45 0.13 0.48
O -0.4520 2.0491 -1.2598 -0.42 -0.18 -0.40 -0.16
H -0.7144 2.6589 2.7165 -0.28 0.65 0.18 0.70
H 2.3345 -1.1512 -3.3356 0.63 -0.70 0.00 0.27
H 3.5173 -4.5123 -0.3348 -0.31 0.04 0.36 0.32
H -4.8757 -0.7960 1.3499 0.29 0.35 0.35 0.43
H -3.7011 0.4362 1.9618 -0.19 -0.06 -0.03 0.38
H 1.6409 2.6928 0.5100 -0.66 -0.30 0.22 0.11
H -3.0506 -1.7176 -1.7202 -0.08 -0.03 0.27 0.29
H -1.7107 1.4942 1.8024 -0.70 -0.47 0.68 0.30
C 1.6589 2.0763 1.4221 0.13 -0.38 -0.23 -1.46
C -2.0757 2.0839 -3.1324 0.11 0.94 -1.02 -1.48
H -2.3328 4.6787 -2.0508 0.03 0.16 -0.05 0.54
S 3.3830 -1.1323 1.1906 -0.33 -0.52 -0.02 -0.50
C 3.8161 -3.9372 -1.1976 -0.24 0.17 -0.25 -0.98
C 3.3876 -3.0073 3.2021 -0.42 0.13 -0.59 0.62
C 4.6836 -2.4603 3.4821 -0.91 -0.43 -0.05 -0.13
O 0.2556 0.3072 0.5416 0.04 0.25 0.29 2.02
H -2.6201 2.7844 -3.8282 0.61 -0.66 0.59 0.45
C 2.9285 -4.1210 3.9909 0.69 0.80 -0.64 -0.09
H -1.1830 4.4121 -0.7503 0.05 0.19 0.76 0.31
H 1.5626 -0.0548 3.0742 -0.59 0.20 -0.37 0.27
H 0.6439 4.0682 -2.3255 -0.03 -0.04 -0.18 0.34
S 1.1880 -3.0436 1.5165 -0.47 -0.13 -0.04 -0.44
H 3.7889 -1.0945 -2.3297 0.18 -0.34 -0.30 0.23
C -2.2757 -1.6468 1.0081 1.36 0.66 -1.99 -1.07
H 1.9616 2.7432 2.2301 -0.35 -0.17 0.27 0.45
N 2.7387 -5.0408 4.6460 -0.43 -0.50 0.37 -0.50
S -0.1127 -1.0116 -1.9988 -0.19 0.30 0.12 -1.18
S 2.3713 -2.9689 -1.7835 0.54 0.07 0.01 0.16
C 2.7067 -2.5020 2.1140 0.98 0.43 0.28 0.97
C -4.1709 0.0092 1.0724 0.00 -1.67 0.69 -1.75
H 4.0661 -4.6595 -1.9670 0.06 0.06 -0.26 0.42
O -2.3285 0.4300 -0.3113 -0.07 0.30 0.02 0.23
H -1.7420 -2.2866 0.2915 0.02 0.05 0.15 0.21
Si -0.8005 0.5424 -0.7693 0.62 -0.14 -0.88 0.25
C -1.1462 2.8980 -2.2360 0.38 0.08 0.45 1.62
N 5.7156 -1.9898 3.6292 0.78 0.29 0.23 -0.48
H -4.7757 0.7313 0.5869 -0.24 0.92 -0.73 0.37
C -3.1269 -0.6556 0.1842 -0.25 0.33 0.42 1.61
H 2.4758 1.3792 1.2750 0.29 -0.08 0.13 0.17
H 0.3049 0.8207 3.8697 -0.13 0.91 0.30 0.43
H -0.9342 2.6395 0.8949 0.18 1.11 -0.17 0.30
H -1.5006 1.3674 -3.7372 -0.19 0.18 0.15 0.33
C 0.3932 1.2177 1.7165 0.89 1.32 -0.41 1.61
C -1.8957 3.9318 -1.3890 -0.27 -0.57 -1.67 -1.70
H -2.8153 -2.2891 1.6127 -1.59 -1.20 1.10 0.63
C 0.5393 0.3559 2.9323 0.92 -1.33 0.53 -1.46
H -0.1521 -0.4844 2.9090 0.03 -0.12 -0.23 0.22
H -2.7289 3.4156 -0.9336 -0.04 0.08 0.79 0.26
Ti 1.3429 -1.2785 -0.0808 0.54 -0.92 0.41 -0.73
H -4.3889 -0.5965 -1.5762 -0.09 0.36 -0.01 0.39
C -0.0240 3.5601 -3.0286 -0.33 0.12 0.12 -1.63
C -3.7924 -1.3110 -1.0221 0.45 -0.07 -0.07 -1.78
C 3.1614 -1.7716 -2.9227 -0.46 0.01 0.24 -0.77
H -0.4475 4.3044 -3.7186 0.22 -0.26 0.08 0.40
H -1.5073 -1.2275 1.6573 -0.26 0.51 -0.16 -0.16
H 4.6893 -3.3448 -0.9369 -0.17 0.30 -0.04 0.30
H -2.8298 1.5588 -2.5756 -0.31 -0.28 0.39 0.24
H 3.7107 -2.3616 -3.6738 -0.18 0.60 0.20 0.38
H 0.5398 2.8009 -3.5714 0.01 0.11 -0.09 0.35
C -0.8301 2.0982 1.8095 0.32 -0.97 -0.40 -1.97
```
Positions in Å, forces in eV/Å.

Values from the calculation:
- E_HOMO (spin up / spin down) (eV) = -8.339 / -8.414
- 2S+1 = 2
- net charge = 0
- HOMO-LUMO gap (spin up / spin down) (eV) = 7.70 / 8.15
- ⟨S²⟩ = 0.75
- energy relative to the best compared isomer or geometry (same formula, charge and spin) (kJ/mol) = 7.4
- E (eV) = -102664.6826